21
Properties=species:S:1:pos:R:3 method="wB97M-V/def2-TZVPD" charge=+1 molar_mass_g_mol=148.2 homo_lumo_gap_ev="8.283 / 8.284" e_lumo_ev="-4.08 / -4.08"
C 2.853 0.517 -0.134
C 1.928 1.345 0.287
C 2.542 -0.845 -0.460
C 1.308 -1.293 -0.054
C 0.537 0.881 0.402
C -1.055 -0.621 0.476
C -1.683 -1.787 0.785
C -2.156 0.929 -0.951
N -0.543 1.553 0.760
N 0.355 -0.424 0.374
N -1.655 0.684 0.443
H 3.786 0.956 -0.450
H 2.230 2.342 0.512
H 3.407 -1.521 -0.721
H 1.144 -2.329 -0.177
H -2.759 -1.856 0.729
H -1.025 -2.598 1.013
H -2.680 1.810 -1.090
H -1.333 1.114 -1.671
H -2.797 0.047 -1.230
H -2.402 1.095 1.157